{
  "formula": "C54H95F6N13O4S2",
  "method": "ωB97M-V/def2-TZVPD",
  "e_tot_ha": -4522.756812,
  "homo_energy_ev": -10.4,
  "elements": ["C", "F", "H", "N", "C", "H", "H", "H", "C", "C", "H", "C", "H", "O", "H", "H", "H", "N", "H", "C", "C", "H", "H", "C", "H", "H", "H", "H", "F", "C", "C", "S", "H", "C", "H", "H", "C", "C", "F", "H", "H", "C", "H", "H", "N", "C", "H", "H", "C", "N", "H", "F", "H", "C", "C", "F", "N", "H", "S", "C", "H", "H", "H", "H", "C", "H", "H", "H", "C", "C", "H", "H", "H", "O", "H", "H", "C", "H", "N", "H", "H", "C", "H", "N", "C", "H", "H", "C", "H", "N", "C", "C", "C", "H", "F", "H", "C", "H", "C", "C", "C", "H", "H", "C", "H", "H", "C", "C", "C", "C", "H", "H", "C", "H", "H", "H", "C", "H", "H", "H", "O", "C", "C", "C", "H", "H", "H", "H", "H", "H", "C", "C", "H", "H", "H", "C", "H", "H", "H", "H", "N", "H", "H", "O", "H", "H", "N", "H", "H", "C", "H", "H", "H", "H", "H", "C", "H", "H", "H", "N", "H", "H", "C", "C", "C", "H", "H", "N", "C", "C", "N", "C", "H", "H"],
  "xyz": [[-6.3548, 2.0470, 2.1550], [-1.2678, -0.3019, -2.3007], [-6.9316, -1.5083, -2.2881], [2.1837, 1.0638, -7.6971], [2.5795, -5.1075, -1.3437], [-4.5923, -0.5291, 0.6449], [4.8957, 2.2719, -1.5141], [0.8825, 3.8851, -7.1971], [2.0477, -5.3143, 4.1866], [2.9107, -6.5565, -1.2623], [1.1230, 6.9712, -1.6387], [-1.0098, 3.4788, 4.5744], [4.0274, -4.0227, 1.6544], [-1.3440, 0.2093, 0.7388], [5.0097, -4.6021, 5.6400], [2.7156, 2.1134, -2.8918], [2.2198, 3.6558, -6.0350], [3.1277, -7.6862, -1.2041], [-4.2714, 4.7551, -3.0971], [3.1717, -4.0063, 6.6624], [1.3230, 3.2091, -6.4643], [3.5143, 0.8944, -3.9226], [3.1648, 0.4916, -0.9472], [-1.9025, 4.6394, 4.1505], [-0.4317, -3.8374, -3.2718], [-3.0421, -2.1813, -2.9531], [3.6107, -3.2509, 7.3141], [1.6519, -4.3732, -4.6801], [0.9703, -0.1158, -2.3452], [-5.1583, -1.7893, -3.5472], [3.0289, -0.5687, 2.4049], [-0.0439, -0.2471, 0.1767], [0.9741, -2.8756, -2.9396], [4.0003, -4.2820, 5.3818], [-5.6479, -0.3337, -2.0154], [-1.6609, -4.1149, 4.3016], [-0.6573, 1.8075, -5.6757], [3.9626, -4.6247, 0.7480], [-0.1331, 1.6053, -1.8078], [3.0827, 3.6975, -1.1419], [-0.7334, 1.4038, 4.4437], [4.1850, 0.2488, -1.2444], [0.2805, -2.4827, 4.5670], [-0.3630, -2.1857, -3.8914], [-4.4948, 1.8664, -4.4311], [-3.4712, 4.0945, -3.4311], [4.0756, -3.3208, 4.8733], [2.8362, 2.7131, 1.2138], [1.7930, -2.3852, -5.6391], [-0.5826, -0.3532, 6.6295], [-0.5917, -3.9987, -0.3948], [3.9862, 0.3357, 2.0417], [2.9818, 5.3827, 2.8085], [-3.6503, -1.4802, -3.5245], [-1.5059, -4.5595, -0.2005], [3.2001, -0.9056, 3.7101], [4.3988, -2.1344, -2.3130], [2.7856, 6.5631, -1.7948], [1.2352, 0.2203, 2.2805], [2.6803, -4.3869, -0.0190], [-6.1183, 1.3708, 0.0682], [-2.4444, -3.4853, 5.7080], [-2.9708, 4.6654, -4.2133], [2.9886, -4.9183, 7.2306], [-3.2675, 3.0798, -0.9934], [1.5732, 2.8716, -0.9713], [-1.4068, 5.6079, 4.2169], [1.5019, 6.5744, 0.8309], [1.0157, -3.5199, -4.9150], [-3.0913, -1.5633, -4.9215], [-5.7127, -1.2879, -4.3405], [-3.7013, 2.1616, -1.3894], [-2.5771, -6.9798, 1.1371], [1.3429, 1.4443, 3.0681], [0.0083, 3.5670, 4.1952], [-0.1662, 4.2838, 0.2323], [3.0663, 3.7744, 1.3069], [-4.7870, -0.1911, 2.2998], [2.5512, -3.1468, -8.0246], [-3.5296, -5.4065, 1.2763], [-1.7318, -5.2770, -0.9893], [-0.4592, -2.6426, 5.3514], [-1.5920, 3.4981, -2.4769], [-4.8741, 4.1971, 2.0673], [1.8620, 6.2379, -1.3160], [4.0964, -5.6610, 1.0584], [-7.3375, 2.4004, 1.8427], [-1.3598, -5.2238, 1.1838], [0.3579, -3.9949, -5.6429], [1.1206, 0.6274, 0.6257], [-2.5173, -3.5110, -0.2264], [4.7112, 1.3886, -2.1254], [2.0172, 3.8670, -0.9864], [1.1348, -1.5554, -5.8966], [3.1786, -1.5934, 1.5664], [-1.2819, 2.1383, -6.5054], [1.4723, 4.9041, -1.9179], [-4.0600, 3.6913, -0.5621], [-0.1667, 0.2561, -1.7127], [4.5449, 3.9485, 3.3691], [-6.0574, 1.0314, 1.1023], [1.9722, 4.7642, -2.8763], [3.2024, -4.5549, -2.0470], [-5.5469, 3.2649, 2.0693], [2.5515, -1.9350, -4.9988], [-3.8736, 0.9545, 1.3410], [3.1727, 4.3113, 2.7470], [-2.8616, 1.7535, 4.4780], [0.5768, 4.1709, 1.0218], [-2.5660, 3.8602, -2.1477], [0.4025, 4.7307, -2.0346], [-1.9753, -1.8090, 3.1919], [3.6722, 1.7530, -3.2699], [2.1590, -3.6753, 6.4323], [-1.2974, 1.6256, -4.8124], [-5.2644, -2.8578, -3.7343], [-1.8255, -3.1931, 4.8596], [4.4720, 3.9880, 4.4559], [4.0668, 2.5895, -3.8466], [1.7869, -4.6644, 0.5403], [0.2909, -0.7591, 2.7962], [2.1370, 5.9885, 0.1665], [2.2018, -2.7787, -6.9744], [-5.8501, -1.3793, -2.2477], [-2.3504, 4.8890, -1.8592], [-0.1478, 3.6121, -4.8069], [4.8497, -4.4752, 0.1326], [3.6549, -6.4041, 4.8547], [-3.4456, -0.4501, -3.2327], [4.8572, 2.9404, 3.0966], [-1.4862, 2.1143, 4.1023], [-0.5389, -1.3511, 6.0440], [5.6744, 1.1353, -2.5682], [-3.4493, -2.6684, 3.5819], [0.0491, -3.3060, 6.0512], [4.3171, -1.0572, -1.8508], [-2.2651, 4.6193, 3.1228], [-2.7027, -6.0191, 2.6463], [3.9595, 4.0241, 0.7343], [-2.8477, -1.4075, 4.6853], [1.9327, 4.4464, 0.4217], [0.6051, 3.1521, 1.4084], [-6.3625, 1.7026, 3.1892], [0.2221, -1.6992, 0.1503], [-2.5895, 2.8497, -0.1715], [-0.8643, 3.6151, 5.6460], [-3.9438, 1.4832, 4.7972], [2.3917, 3.8511, 3.3523], [-0.5753, -5.9806, 1.1920], [-2.5571, -2.2186, 4.0177], [2.5463, -3.3334, -0.2646], [-1.4206, 1.9383, 3.0287], [5.2699, 4.6447, 2.9475], [0.9405, 2.3140, -4.5014], [3.1404, 6.2627, 0.4921], [-2.6447, -5.9769, 1.5587], [-0.3148, 0.8378, -6.0368], [0.3700, 4.9000, 1.8052], [-1.0558, -4.5107, 1.9500], [-3.3298, -2.6748, -0.2371], [4.6465, 0.1457, -0.2623], [-2.7239, 4.6624, 4.8666], [0.3877, 2.8030, -5.3035], [-4.0840, 2.8663, -4.0255], [3.4390, -5.3936, 4.5077], [1.5742, -5.0982, -1.7650], [-5.4799, -1.9389, -1.3886], [-2.6603, -1.6138, -6.0072], [-4.7485, 0.3045, 1.3297], [1.8221, 2.0426, -7.1839], [0.9022, -5.2508, 3.9175], [0.2260, -3.0836, -3.7046], [3.8871, -5.4473, 3.5155], [-6.7883, 0.2235, 1.0672]],
  "atomic_forces_ev_per_a": [[-1.182, 1.289, -0.744], [1.911, 1.292, 0.851], [0.008, -0.037, -0.169], [-0.459, 1.576, 0.770], [0.291, -0.791, -0.514], [0.107, 0.291, -0.347], [-0.078, 0.032, 0.157], [-0.143, 0.097, 0.206], [-4.593, 0.332, -0.600], [0.238, 0.315, -0.207], [-0.072, 0.209, 0.866], [0.284, 0.910, -0.647], [0.002, 0.183, -0.153], [2.305, -0.733, -1.298], [0.062, 0.199, 0.113], [-0.061, -0.379, 0.264], [-0.024, 0.476, -0.120], [-0.079, 0.450, 0.064], [-0.313, -0.164, -0.094], [-0.242, -0.567, -0.279], [0.265, -0.001, 0.671], [-0.085, 0.092, -0.033], [-0.374, -0.446, -0.378], [0.103, 0.335, 0.047], [-0.010, -0.217, -0.343], [-0.350, 0.133, 0.429], [0.177, -0.123, -0.121], [0.532, 0.288, 0.269], [-0.849, -0.478, 0.003], [-0.267, -0.103, 0.560], [-0.564, 0.726, -0.086], [-5.815, -3.026, -2.375], [-0.175, 0.404, 0.399], [-0.239, 0.320, 1.010], [-0.029, 0.178, -0.156], [0.402, -0.065, 0.062], [-1.178, -0.757, -0.702], [0.401, -0.477, 0.064], [-1.070, -0.280, -0.149], [0.090, 0.177, -0.164], [-0.555, -0.444, 0.530], [0.095, 0.607, 0.608], [-0.327, -0.176, -0.440], [0.023, -0.011, -0.051], [0.203, 0.706, 0.263], [-0.345, -0.541, 0.753], [0.044, -0.208, -0.449], [0.142, -0.004, 0.327], [-1.167, 0.091, 0.318], [0.072, -0.836, -0.638], [0.299, -0.257, -0.434], [-0.851, -0.362, 0.673], [0.223, 0.122, -0.229], [0.194, 0.205, -2.031], [0.714, 0.410, 0.616], [0.040, 0.069, -1.682], [-0.156, 2.842, 1.171], [0.087, 0.014, 0.084], [0.581, 0.806, 1.074], [-0.844, 0.181, 0.189], [0.138, 0.825, 0.106], [0.095, 0.109, 0.211], [0.288, -0.250, 0.002], [0.367, -0.108, 0.175], [0.434, 0.610, -0.942], [-0.310, 0.209, -0.053], [0.271, 0.032, 0.344], [-0.319, -0.422, -0.002], [-0.482, -0.646, -1.105], [0.510, -0.031, -1.427], [0.591, 0.156, -0.322], [0.066, -0.131, 0.171], [-0.576, 0.074, 0.013], [0.484, -0.764, -1.168], [0.111, 0.124, -0.340], [-0.046, -0.099, 0.077], [-0.821, 1.527, -0.691], [0.071, 0.151, 0.284], [-0.802, 0.757, 1.919], [-0.109, -0.297, -0.373], [0.162, -0.038, -0.006], [0.092, 0.024, 0.241], [-0.124, -0.679, 0.145], [-0.135, 0.008, -0.227], [0.464, 0.048, -0.666], [-0.432, -0.233, 0.061], [-0.490, 0.138, 0.731], [-0.610, -0.446, -0.083], [-0.293, 0.348, -0.242], [2.370, 0.480, 3.415], [-1.849, 1.413, 0.166], [-0.905, 0.300, -0.811], [0.869, -0.626, 1.210], [-0.544, 0.159, 0.518], [-0.279, 0.173, 0.946], [-0.253, 0.321, 0.094], [-0.039, -1.009, -0.373], [-0.084, -0.014, -0.111], [0.743, -0.630, 0.941], [-0.659, 0.245, -0.704], [1.023, -2.024, -0.809], [-0.375, -0.012, -0.183], [0.304, -0.539, -0.285], [0.727, -0.220, 0.386], [0.463, -0.322, -0.310], [0.039, 0.012, -0.155], [-0.402, -1.001, -0.020], [-0.836, -0.373, 0.776], [0.371, 0.161, -0.235], [-0.654, 0.395, -0.767], [-0.055, 0.392, -0.115], [0.144, -0.021, 0.044], [1.174, -0.017, 0.815], [0.080, 0.243, -0.332], [-0.175, -0.098, -0.079], [-0.142, -0.082, 0.074], [1.079, -0.781, 0.245], [0.258, 0.248, -0.134], [0.175, -0.139, -0.248], [0.139, 0.017, 0.527], [1.608, 0.869, -0.896], [-0.368, -0.371, 0.813], [1.781, -1.230, -1.866], [0.286, -0.208, 0.467], [-0.039, 0.133, 0.418], [0.386, 0.638, -0.381], [-0.004, 0.520, -0.112], [-0.132, 0.059, 0.646], [-0.137, -0.092, 0.350], [-0.121, -0.070, -0.010], [0.178, -0.599, 0.290], [-0.320, 0.843, 0.648], [-0.071, -0.090, -0.070], [-0.118, 0.068, 0.085], [-0.273, -0.286, 0.047], [-0.399, -3.231, -1.476], [-0.279, -0.475, 0.053], [0.030, -0.453, 0.056], [0.184, -0.156, 0.098], [-0.289, 0.353, -0.362], [0.489, 0.840, 0.247], [-0.245, 0.067, -0.013], [0.067, -0.204, -0.157], [-0.252, 2.188, -0.291], [0.115, -0.157, -0.151], [-0.259, -0.801, 0.185], [1.268, 0.386, -0.533], [-0.114, -0.120, -0.092], [0.304, 0.224, -0.394], [-0.644, 0.823, -0.266], [0.101, 0.119, 0.172], [-0.098, 0.650, -0.334], [0.302, -0.039, 0.430], [0.596, 0.202, -0.011], [0.159, -0.336, -0.353], [0.513, 0.676, 0.662], [0.467, -0.009, 0.276], [0.101, -0.213, 0.060], [-0.202, 0.265, -0.178], [1.462, -1.489, -0.021], [0.606, 0.314, -0.091], [-0.367, 0.145, -0.434], [0.128, -0.540, 0.178], [0.492, -0.016, 0.372], [0.669, -0.455, -0.848], [-0.172, 0.317, 0.159], [0.032, -0.108, -0.047], [-0.791, 0.087, 2.234], [0.364, -0.474, 0.362], [0.331, -1.962, -0.753], [3.322, -0.149, 0.731], [0.668, 0.371, 0.508], [0.533, 0.444, -0.078], [-0.548, 0.216, 0.569]]
}